Below is a cluster of 12 separate species, C56H94BF6N16O12P in total in a non-equilibrium geometry, with properties calculated with ωB97M-V/def2-TZVPD.

```
186
Properties=species:S:1:pos:R:3:forces:R:3
O 16.43088 -0.32325 -26.41392 0.04 -0.28 0.54
C 17.25383 -0.95961 -25.79840 0.26 1.07 -5.54
O 17.35726 -1.15603 -24.58730 0.50 -1.07 5.88
B 18.53474 -2.03876 -24.23592 -0.47 -0.48 -1.49
O 19.15899 -2.26780 -25.60340 1.38 -1.37 4.82
C 18.48296 -1.65444 -26.45209 -1.00 0.82 -5.89
O 18.76308 -1.70034 -27.65258 -0.95 0.68 1.61
O 18.06666 -3.33806 -23.62974 -0.26 1.11 -1.63
C 18.66281 -3.44428 -22.49694 0.40 -2.04 3.15
O 18.54559 -4.31618 -21.65240 -0.15 0.77 -1.24
C 19.54555 -2.23883 -22.26453 1.12 -0.08 3.06
O 19.44768 -1.45277 -23.26320 -0.58 1.42 -2.59
O 20.17525 -1.98348 -21.25981 -0.34 -0.48 -0.54
C 31.54574 1.48561 -23.49404 -0.62 -0.29 -0.68
C 31.07708 0.59481 -24.70312 1.14 0.89 1.26
N 29.63095 0.52463 -24.86662 -1.48 1.89 -0.62
C 28.94656 -0.60696 -24.59672 -1.94 0.10 -0.54
C 27.62686 -0.38677 -24.96313 0.75 0.51 0.43
N 27.52100 0.93951 -25.39947 0.93 -0.60 -0.22
C 28.74686 1.50340 -25.34085 1.19 -2.60 0.55
C 26.28145 1.56163 -25.96226 0.14 -0.27 0.86
H 31.20931 1.03923 -22.55826 0.00 -0.12 -0.05
H 31.13605 2.49546 -23.51508 0.10 0.03 -0.24
H 32.63417 1.53807 -23.46814 -0.09 -0.01 -0.13
H 31.42549 -0.40208 -24.43307 -0.24 -0.11 -0.43
H 31.53295 0.87055 -25.65404 -0.03 0.14 0.13
H 29.43757 -1.46388 -24.15970 -0.21 0.01 -0.17
H 26.76701 -1.03724 -24.90039 0.07 0.13 -0.02
H 29.11210 2.45043 -25.70979 -0.46 0.07 0.09
H 25.46368 1.39217 -25.26180 0.22 0.23 0.29
H 25.92873 1.06522 -26.86631 0.69 0.20 -0.24
H 26.48100 2.62927 -26.05385 -0.22 -0.21 -0.30
C 24.08823 -13.70992 -13.81998 1.16 0.11 -0.66
C 24.90604 -12.38162 -13.87601 -1.34 -1.00 0.85
N 24.31933 -11.40933 -14.79681 -0.76 1.45 -2.91
C 23.99836 -11.65542 -16.18252 0.91 0.80 1.68
C 23.69570 -10.44225 -16.75161 -0.77 -1.43 0.94
N 23.69134 -9.47518 -15.75511 1.40 -2.43 0.63
C 24.13575 -10.09919 -14.60149 -0.82 0.81 -0.99
C 23.29076 -8.11135 -16.07565 -0.06 0.70 0.98
H 24.55741 -14.38841 -13.10749 -0.08 0.30 0.35
H 24.31078 -14.21814 -14.75821 -0.59 -0.11 -0.20
H 23.01684 -13.65327 -13.62764 0.19 0.31 -0.07
H 25.90887 -12.65217 -14.20652 0.05 0.45 0.22
H 24.86222 -11.91216 -12.89326 0.52 0.03 -0.07
H 24.12616 -12.67590 -16.51219 -0.20 0.33 -0.47
H 23.27293 -10.25700 -17.72801 0.35 0.15 -0.03
H 24.24835 -9.59473 -13.65321 0.11 -0.01 -0.10
H 23.61923 -7.41795 -15.30144 0.15 -0.19 0.06
H 22.20216 -8.05647 -16.08158 0.09 -0.03 -0.38
H 23.74885 -7.78554 -17.00951 -0.22 -0.27 0.00
C 25.41865 3.07519 -8.49595 -1.15 0.03 -0.55
C 24.22008 3.44578 -9.45189 1.76 -0.30 -0.09
N 24.61987 3.28780 -10.87617 -0.06 -2.47 -3.46
C 25.28751 4.23213 -11.61955 0.35 -0.21 -0.58
C 25.44301 3.77704 -12.90860 -0.41 -0.23 -0.50
N 24.86557 2.51988 -13.04460 -0.65 1.40 5.72
C 24.37934 2.23899 -11.76388 0.48 1.35 -0.44
C 24.67165 1.68041 -14.19261 -0.14 0.03 -0.21
H 25.77171 2.04567 -8.55530 -0.17 -0.01 -0.45
H 25.06417 3.17759 -7.47030 0.17 0.41 -0.02
H 26.24074 3.75243 -8.72751 0.01 -0.05 0.33
H 24.10481 4.52919 -9.41980 -0.67 -0.18 0.56
H 23.30388 2.87344 -9.30660 0.10 0.28 0.17
H 25.64667 5.14257 -11.16292 -0.11 0.00 -0.18
H 25.79638 4.24340 -13.81637 0.32 0.26 0.38
H 23.80838 1.34348 -11.56773 0.11 0.11 0.29
H 25.01215 2.28523 -15.03306 -0.14 -0.53 -0.23
H 23.60532 1.45968 -14.24066 0.11 0.01 -0.42
H 25.22352 0.74855 -14.06938 0.13 0.18 -0.25
C 13.12604 -5.71419 -30.77986 -1.34 0.26 0.68
C 13.33979 -7.03200 -30.05386 0.67 -0.65 -0.57
N 14.79526 -7.24102 -29.80732 3.18 -1.76 -1.94
C 15.52568 -6.94280 -28.68917 1.27 -0.77 -0.36
C 16.86302 -7.37654 -28.88102 -2.23 0.83 0.77
N 16.98346 -7.92595 -30.12977 -4.87 1.85 -0.12
C 15.70255 -7.79883 -30.72477 0.52 0.09 2.30
C 18.16518 -8.49990 -30.68312 0.92 -1.01 -1.25
H 12.76200 -5.04303 -30.00197 0.41 0.61 -0.27
H 12.27568 -5.79958 -31.45641 0.15 -0.10 -0.18
H 13.97640 -5.29943 -31.32110 0.01 -0.26 0.23
H 12.94467 -7.88953 -30.59849 0.54 -0.04 -0.42
H 12.79048 -7.14672 -29.11941 0.42 0.55 0.27
H 14.97998 -6.48807 -27.87564 0.60 -0.03 0.24
H 17.65803 -7.33444 -28.15124 0.08 0.00 -0.28
H 15.42208 -8.17743 -31.69657 0.18 0.09 0.04
H 18.92955 -7.79219 -31.00406 -0.16 0.39 0.62
H 17.93661 -9.00724 -31.62038 -0.34 -0.17 0.17
H 18.55575 -9.23985 -29.98453 0.11 0.19 -0.05
C 17.24248 3.57694 -17.34624 -0.29 -0.60 -0.09
C 16.23019 2.50021 -17.80415 -0.57 0.04 0.49
N 15.69972 2.80079 -19.13535 -2.87 -0.64 -2.07
C 16.37794 3.31445 -20.17654 -1.32 0.39 -3.05
C 15.47298 3.42387 -21.30131 1.92 -1.15 1.91
N 14.27621 2.85454 -20.92429 3.35 0.06 3.72
C 14.41219 2.52579 -19.60078 0.98 0.15 -0.34
C 13.11689 2.67931 -21.74166 -0.54 0.83 0.25
H 18.11501 3.62094 -17.99806 -0.17 -0.03 -0.21
H 17.66747 3.34378 -16.36997 -0.39 -0.08 0.09
H 16.77212 4.55985 -17.31875 0.03 -0.07 0.04
H 15.31120 2.42175 -17.22328 0.23 0.58 0.62
H 16.57093 1.46588 -17.75775 0.66 0.15 -0.42
H 17.45151 3.41643 -20.11789 -0.23 0.47 -0.25
H 15.66827 3.64514 -22.34020 0.07 0.30 0.17
H 13.63402 2.05442 -19.01883 0.09 0.17 0.03
H 12.81038 3.71227 -21.90640 -0.54 -0.27 -0.70
H 12.37092 2.19345 -21.11270 -0.06 -0.22 -0.53
H 13.40680 2.15285 -22.65099 -0.39 0.02 0.11
C 12.33241 2.78521 -31.81750 0.73 -0.28 -2.30
C 13.19865 1.99263 -32.87036 -0.08 -0.30 0.41
N 14.26038 2.70475 -33.59234 2.74 2.47 -1.19
C 14.24582 3.18349 -34.92562 1.00 0.99 0.76
C 15.44745 3.94216 -35.16025 -3.79 -2.35 -0.23
N 16.14559 3.80413 -34.03612 -1.51 -1.45 2.94
C 15.45539 3.10953 -33.08927 -1.16 0.08 -0.86
C 17.50098 4.06982 -33.85664 3.48 1.22 -0.18
H 11.75023 3.42392 -32.48174 -0.37 0.34 0.61
H 12.90014 3.39874 -31.11796 -0.04 -0.35 0.07
H 11.68212 2.03346 -31.37019 0.10 0.31 0.27
H 12.57956 1.65117 -33.69996 -0.30 -0.26 0.39
H 13.67967 1.12824 -32.41259 -0.05 -0.03 -0.06
H 13.35484 2.95171 -35.49027 0.31 0.33 -0.36
H 15.81797 4.49386 -36.01157 -0.16 -0.27 0.01
H 15.76311 2.96394 -32.06432 0.22 -0.08 -0.19
H 17.94444 4.27293 -34.83141 0.04 -0.28 -0.01
H 18.05622 3.25589 -33.39046 -0.35 -0.26 -0.26
H 17.78685 4.94503 -33.27320 -0.79 0.23 0.21
C 25.82650 -4.05130 -31.59145 -1.95 -0.67 0.66
C 27.21211 -3.90101 -32.05051 0.27 1.11 -0.68
N 28.03302 -5.07898 -31.90733 0.23 -2.55 1.18
C 28.24962 -5.74926 -30.68285 1.31 0.69 -0.59
C 29.12959 -6.78190 -30.91951 -0.98 1.17 0.12
N 29.33301 -6.84502 -32.26595 -3.06 2.86 -0.73
C 28.58735 -5.80719 -32.87030 1.80 -1.56 1.50
C 30.23005 -7.72424 -32.92303 1.10 -0.68 -0.06
H 25.23202 -3.16772 -31.82377 0.17 0.03 -0.27
H 25.72392 -4.15263 -30.51103 0.23 -0.19 0.08
H 25.33245 -4.90864 -32.04862 -0.07 0.02 -0.04
H 27.62542 -3.08770 -31.45402 0.64 -0.01 -0.39
H 27.20546 -3.66266 -33.11411 0.27 0.27 0.08
H 27.98282 -5.26603 -29.75457 -0.20 -0.30 -0.10
H 29.68534 -7.38289 -30.21498 -0.26 -0.15 -0.14
H 28.54804 -5.60387 -33.93026 0.04 -0.07 0.09
H 30.41078 -7.30905 -33.91452 0.41 -0.42 0.14
H 29.93257 -8.77259 -32.94679 -0.62 0.21 -0.27
H 31.09422 -7.73613 -32.25882 0.56 0.14 -0.66
C 16.41128 -10.65119 -13.95125 -1.07 0.78 1.62
C 15.31558 -10.56300 -12.80433 0.34 1.19 -1.04
N 15.04575 -11.78333 -12.12423 -2.99 -4.41 3.81
C 15.73470 -12.98764 -12.12129 -1.43 -0.08 1.41
C 15.15366 -13.81008 -11.12258 0.55 0.56 -0.79
N 14.07935 -13.17114 -10.52239 1.74 2.69 -3.00
C 14.00217 -11.95193 -11.16386 2.08 -0.03 -0.75
C 13.18933 -13.67041 -9.47020 -0.78 0.63 -0.12
H 16.48349 -9.66744 -14.41504 -0.27 -0.02 -0.02
H 16.16919 -11.37229 -14.73196 0.16 -0.13 0.29
H 17.37047 -10.77133 -13.44764 0.08 -0.57 -0.34
H 14.34082 -10.20107 -13.13136 0.19 0.09 -0.53
H 15.58699 -9.90356 -11.97997 0.56 0.48 -0.47
H 16.49521 -13.10899 -12.87846 0.13 -0.49 0.47
H 15.42214 -14.77722 -10.72389 0.18 -0.02 -0.49
H 13.38807 -11.10482 -10.89612 -0.27 -0.31 0.07
H 13.10207 -12.92358 -8.68107 0.52 -0.21 0.18
H 13.50727 -14.64758 -9.10667 0.06 0.27 -0.13
H 12.17969 -13.70080 -9.87983 0.09 -0.49 -0.14
C 15.84794 7.07331 -28.26973 0.05 -0.30 -1.60
C 14.85960 7.96612 -27.54132 0.60 2.18 1.49
O 14.24971 7.49441 -26.55352 -0.26 -0.78 -0.28
O 14.89707 9.19048 -27.86601 -0.25 -1.06 -0.34
H 16.21436 7.60985 -29.14492 0.26 0.25 0.08
H 15.34889 6.21442 -28.71847 -0.11 -0.49 0.39
H 16.71208 6.75049 -27.68908 -0.23 -0.03 0.30
C 18.37605 -3.02700 -35.70593 -0.05 -0.15 -0.07
C 19.26702 -4.15678 -36.32908 -2.06 -1.62 -0.12
O 18.82863 -5.35750 -36.17420 0.70 1.60 0.47
O 20.15560 -3.77097 -37.08379 1.09 0.38 -0.13
H 17.57026 -2.86973 -36.42292 -0.07 0.00 -0.18
H 18.89666 -2.07329 -35.61936 0.19 -0.05 0.10
H 17.87699 -3.29013 -34.77330 0.21 -0.16 0.17
P 23.75062 -7.92518 -24.38313 -0.48 0.75 0.48
F 23.37887 -6.52977 -25.09231 0.25 0.54 -0.12
F 25.20872 -7.88431 -25.03504 0.43 -0.46 -0.27
F 24.39835 -7.09509 -23.06911 -0.52 -0.26 -0.62
F 24.01805 -9.29027 -23.58556 0.67 -0.59 -0.48
F 22.30519 -7.91528 -23.70164 -0.72 0.15 0.24
F 23.15544 -8.70167 -25.71214 0.46 -0.08 0.83
```
Forces are in eV/Å.

Gap between HOMO and LUMO ... 2.26 eV
Total charge ... +4
Multiplicity ... 1
HOMO level ... -8.39 eV
E ... -4933.51085 a.u.

Löwdin atomic charge list, values in e, 8 entries: 0.126, -0.482, 0.258, -0.715, 0.252, -0.446, 0.093, 0.254